Record 1
34 unconnected molecules or ions with the total composition C5H79ClFNO33P, computed with ωB97M-V/def2-TZVPD.

```
! RIJCOSX wB97M-V def2-TZVPD def2/J DEFGRID3
* xyz 1 1
C 1.225 3.558 0.902
C 0.558 2.203 0.751
N 1.624 1.120 0.703
P 1.321 -0.394 1.132
Cl -0.481 -0.599 1.922
C 2.585 -0.995 2.321
F 2.697 -2.371 2.086
C 3.893 -0.283 2.045
C 4.002 1.036 2.803
H 0.468 4.292 1.165
H 1.681 3.871 -0.031
H 1.961 3.547 1.700
H -0.002 2.169 -0.177
H -0.101 2.040 1.594
H 1.975 1.019 -0.267
H 1.398 -1.236 0.031
H 2.253 -0.876 3.350
H 4.672 -0.990 2.321
H 4.001 -0.091 0.976
H 3.677 1.876 2.207
H 5.041 1.232 3.043
H 3.461 1.005 3.745
O 0.501 -2.070 4.855
H 0.141 -2.910 5.155
H 0.459 -2.068 3.898
O -3.457 -0.123 -0.068
H -2.661 -0.434 0.365
H -3.224 -0.050 -1.000
O 3.054 1.040 -1.679
H 3.147 1.380 -2.580
H 3.950 1.085 -1.326
O -1.591 0.093 -2.329
H -0.738 -0.061 -1.911
H -1.364 0.184 -3.266
O -2.529 2.600 -0.505
H -2.876 1.729 -0.258
H -2.778 2.692 -1.430
O 0.550 -1.798 -2.355
H 0.500 -2.575 -1.774
H 1.469 -1.507 -2.305
O 3.490 1.527 -4.672
H 3.577 0.591 -4.442
H 3.293 1.514 -5.612
O -2.684 -1.440 4.591
H -3.085 -0.595 4.828
H -1.967 -1.233 3.989
O -1.176 -3.795 -1.053
H -1.571 -4.065 -0.212
H -1.882 -3.411 -1.604
O -2.862 -2.372 -2.680
H -2.600 -1.471 -2.471
H -3.231 -2.325 -3.567
O -3.617 3.609 2.000
H -2.778 3.549 2.465
H -3.380 3.640 1.060
O -5.106 -1.454 2.672
H -4.417 -1.635 3.323
H -4.670 -1.262 1.838
O -1.748 -5.430 1.303
H -1.185 -5.378 2.079
H -1.684 -6.345 1.011
O 2.804 -1.283 -4.313
H 2.965 -2.220 -4.164
H 1.845 -1.227 -4.449
O -3.011 -2.230 -6.011
H -3.187 -3.163 -5.841
H -3.215 -2.132 -6.947
O -4.232 -5.300 -3.514
H -4.635 -4.716 -2.865
H -3.325 -5.460 -3.207
O 4.961 3.922 2.755
H 4.544 4.543 3.363
H 5.888 3.890 3.023
O -1.843 -6.317 -2.740
H -1.178 -6.642 -3.369
H -1.368 -5.713 -2.153
O 0.710 -1.811 -6.500
H 1.515 -1.382 -6.806
H 0.957 -2.731 -6.362
O 2.317 4.822 3.876
H 1.993 5.725 3.761
H 1.601 4.372 4.331
O -4.512 -5.142 -6.569
H -4.361 -5.263 -5.622
H -5.084 -5.867 -6.832
O 2.394 -3.290 -0.594
H 2.686 -2.893 0.231
H 3.025 -3.982 -0.810
O -0.918 0.832 -5.680
H -1.758 1.280 -5.823
H -1.110 -0.102 -5.837
O 1.101 0.858 5.273
H 0.824 -0.039 5.508
H 0.911 0.954 4.338
O 0.328 6.466 5.351
H -0.018 7.204 5.869
H 0.760 5.912 6.013
O -1.110 -4.640 -7.362
H -1.957 -4.973 -7.042
H -1.154 -3.685 -7.258
O -3.816 6.638 1.177
H -3.726 5.710 1.426
H -4.751 6.742 0.977
O 7.686 2.888 3.898
H 8.220 3.198 4.636
H 8.019 2.007 3.708
O -0.800 -8.351 -4.510
H -0.667 -9.285 -4.325
H -1.742 -8.296 -4.701
O -4.625 7.456 4.233
H -3.789 7.322 4.685
H -4.381 7.581 3.308
O -2.553 -9.020 -2.177
H -3.401 -9.240 -1.783
H -2.419 -8.071 -2.042
O 2.826 8.218 4.646
H 2.510 9.118 4.507
H 2.093 7.775 5.094
O 2.286 9.413 7.226
H 2.908 9.008 6.609
H 2.788 10.055 7.733
*
```

Output
**Orbital gap**: 8.954 eV
**Molecular weight**: 767.1 u



Record 2
A single C10H11N3OS molecule, computed with ωB97M-V/def2-TZVPD.

```
! RIJCOSX wB97M-V def2-TZVPD def2/J DEFGRID3
* xyz 0 1
C -0.338 4.350 0.483
C -1.185 3.312 0.674
C -0.893 2.248 1.678
O 0.030 1.367 0.976
C -0.198 0.124 0.735
N -1.261 -0.492 1.095
S -1.324 -2.138 0.358
N -2.435 -2.346 -0.662
N -1.324 -3.119 1.530
C 0.279 -1.902 -0.397
C 0.916 -2.675 -1.344
C 2.145 -2.260 -1.866
C 2.661 -1.015 -1.534
C 1.934 -0.211 -0.694
C 0.779 -0.696 -0.076
H -0.621 5.080 -0.325
H 0.637 4.543 0.965
H -2.140 3.534 0.159
H -1.755 1.476 2.075
H -0.316 2.791 2.547
H -2.664 -1.686 -1.390
H -1.917 -3.959 1.724
H 0.456 -3.581 -1.740
H 2.636 -2.950 -2.555
H 3.692 -0.658 -1.779
H 2.208 0.863 -0.638
*
```

Output
**Orbital gap**: 9.049 eV
**SMILES string**: C=CCOC1=NS(=N)(=N)c2ccccc21
**Molecular weight**: 221.3 u



Record 3
A single C3H3N5 molecule, computed with ωB97M-V/def2-TZVPD.

```
! RIJCOSX wB97M-V def2-TZVPD def2/J DEFGRID3
* xyz 0 1
H 2.191 -0.473 -0.720
N 1.925 0.427 -0.174
C 0.626 0.630 -0.628
C -0.348 -0.410 -1.247
N -1.134 -1.102 -0.460
N -0.784 -1.232 0.833
C -0.544 -0.102 1.446
N -0.828 1.199 0.957
N -0.370 1.618 -0.244
H -0.783 -0.252 -2.370
H 0.049 -0.303 2.607
*
```

Output
**Orbital gap**: 8.993 eV
**SMILES string**: [H]/N=c1\cnncnn1
**Molecular weight**: 109.1 u